Entry from the Open Molecules 2025 dataset: 2 unconnected molecules or ions with the total composition C4H6NO3 at a distorted geometry (wB97M-V/def2-TZVPD).

Positions of all 14 atoms, in Å:
O (-1.021458, -0.188467, -1.921997)
C (-1.379074, -0.331739, -0.726650)
C (-1.785938, 0.788895, 0.292619)
C (-0.338237, 0.383441, 0.379733)
C (2.299581, -0.521014, -0.106990)
O (2.100519, -1.156613, 0.963860)
O (2.640690, 0.681435, -0.185811)
N (-2.604648, 0.329133, 1.293126)
H (-1.852026, -1.277051, -0.458284)
H (1.995239, -1.059455, -1.024454)
H (0.486096, 0.755592, -0.192601)
H (-0.241585, -0.123325, 1.353831)
H (-2.115047, 1.761542, -0.105894)
H (-3.071360, 0.910484, 1.973054)

Atoms 1-3, force components in eV/Å:
O -0.6714 0.6097 2.9443
C 0.1987 -3.3897 -4.6738
C 0.7745 3.3323 2.5581

Its spin multiplicity is 2. The total charge is 0. Its expectation value of S² is 0.840. The calculation puts the frontier orbital gap (spin up / spin down) at 0.151 / 0.160 Eh.

Löwdin atomic charge list, values in e, 5 entries: atom 1 (O): 0.1592, atom 2 (C): -0.2486, atom 3 (C): -0.3008, atom 4 (C): 0.1424, atom 5 (C): -0.6218